# 1
Computed, not measured: a molecular structure, C26H33BiO4, with the ωB97M-V functional and the def2-TZVPD basis.

Results
LUMO level (spin up / spin down) in eV: -1.510 / -1.750
HOMO (spin up / spin down) in eV: -7.09 / -6.57

Element x y z (Å)
O (-0.62, 1.86, -2.93)
C (0.46, 1.64, -3.92)
C (-0.08, 2.52, -5.02)
H (0.51, 0.62, -4.32)
H (1.44, 1.95, -3.53)
C (-1.17, 2.76, -3.98)
H (-0.38, 1.92, -5.88)
H (0.49, 3.41, -5.29)
C (-2.53, 2.34, -4.53)
H (-2.56, 1.31, -4.90)
H (-2.73, 2.97, -5.41)
H (-3.33, 2.52, -3.80)
C (-1.24, 4.22, -3.54)
H (-0.26, 4.61, -3.24)
H (-1.94, 4.36, -2.71)
H (-1.57, 4.85, -4.38)
Bi (-0.80, 0.43, -0.23)
C (-0.25, 1.70, 4.17)
C (0.91, 0.91, 4.30)
C (1.56, 0.90, 3.04)
H (1.28, 0.49, 5.23)
C (0.87, 1.79, 2.16)
C (-0.27, 2.25, 2.85)
H (-1.05, 2.90, 2.46)
H (-0.93, 1.93, 4.97)
H (2.42, 0.29, 2.75)
H (1.22, 2.14, 1.19)
C (-3.22, -0.53, 2.91)
C (-2.87, 0.82, 2.73)
C (-2.74, 1.08, 1.33)
H (-2.73, 1.54, 3.53)
C (-3.10, -0.15, 0.61)
C (-3.29, -1.15, 1.64)
H (-3.48, -2.21, 1.46)
H (-3.43, -1.02, 3.86)
H (-2.73, 2.08, 0.92)
H (-3.58, -0.22, -0.35)
O (3.00, -2.29, -4.27)
C (1.87, -2.07, -3.36)
C (2.31, -1.36, -2.10)
H (1.32, -2.98, -3.14)
H (1.11, -1.50, -3.91)
C (3.85, -1.29, -2.21)
H (1.93, -1.83, -1.20)
H (1.94, -0.34, -2.18)
C (4.13, -1.60, -3.69)
H (4.43, -1.93, -1.52)
H (4.28, -0.30, -2.03)
H (5.10, -2.13, -3.81)
H (4.22, -0.65, -4.23)
O (1.77, -1.24, 1.62)
C (0.61, -1.64, 1.82)
O (-0.40, -1.41, 0.99)
C (0.32, -2.43, 3.05)
C (-0.96, -2.90, 3.39)
C (-1.21, -3.61, 4.57)
C (-0.15, -3.90, 5.41)
C (1.08, -3.29, 5.18)
C (1.31, -2.52, 4.04)
H (-1.80, -2.68, 2.72)
H (-2.20, -4.03, 4.75)
H (-0.27, -4.55, 6.25)
H (1.94, -3.45, 5.82)
H (2.20, -1.91, 3.86)

# 2
Computed, not measured: a molecular structure, C26H33BrNSn, with the ωB97M-V functional and the def2-TZVPD basis.

Results
LUMO level (spin up / spin down) in eV: -4.853 / -4.931
ΔE to the lowest compared entry with this formula, charge and spin in kcal/mol: 60.3
HOMO (spin up / spin down) in eV: -7.76 / -7.80
Net charge: +1

Element x y z (Å)
C (1.59, -2.80, 0.15)
C (2.55, -2.12, -0.64)
C (2.07, -2.09, -1.96)
C (0.82, -2.71, -1.99)
C (0.52, -3.16, -0.69)
Sn (-0.39, 0.31, 0.71)
C (-2.42, 2.78, -0.59)
C (-2.40, 2.13, 0.82)
H (-2.40, 2.85, 1.64)
C (-2.58, 0.75, 1.11)
H (-3.07, 0.01, 0.46)
H (-2.67, 0.47, 2.18)
C (-3.21, 4.09, -0.63)
H (-2.74, 4.80, 0.06)
H (-3.18, 4.50, -1.65)
H (-4.24, 3.94, -0.32)
C (-3.02, 1.76, -1.63)
H (-2.45, 0.81, -1.63)
H (-4.10, 1.56, -1.50)
H (-2.90, 2.19, -2.63)
C (3.83, -1.53, -0.17)
H (3.89, -1.53, 0.92)
H (4.70, -2.06, -0.58)
H (3.91, -0.48, -0.50)
C (2.80, -1.52, -3.14)
H (2.70, -0.43, -3.20)
H (3.87, -1.73, -3.07)
H (2.40, -1.93, -4.07)
C (-0.03, -2.90, -3.21)
H (0.14, -2.10, -3.93)
H (0.22, -3.86, -3.69)
H (-1.09, -2.92, -2.95)
C (-0.71, -3.91, -0.29)
H (-1.57, -3.56, -0.88)
H (-0.60, -4.99, -0.46)
H (-0.93, -3.76, 0.77)
C (1.71, -3.09, 1.61)
H (0.71, -3.17, 2.06)
H (2.23, -4.03, 1.81)
H (2.24, -2.28, 2.12)
C (-0.16, 1.99, -0.81)
C (-1.22, 2.97, -1.25)
C (0.68, 1.52, -1.91)
C (-0.75, 3.95, -2.08)
H (0.49, 2.49, -0.11)
C (0.67, 2.22, -3.08)
H (1.11, 0.53, -1.80)
C (0.08, 3.49, -3.19)
H (-1.09, 4.99, -2.11)
H (1.15, 1.75, -3.95)
H (0.24, 4.06, -4.08)
Br (1.88, -0.01, 6.20)
C (1.20, 1.13, 4.84)
C (1.01, 2.49, 5.11)
C (0.55, 3.28, 4.05)
C (0.26, 2.71, 2.80)
N (0.41, 1.38, 2.57)
C (0.94, 0.61, 3.57)
H (1.23, 2.90, 6.10)
H (0.39, 4.36, 4.19)
H (-0.08, 3.31, 1.95)
H (1.12, -0.43, 3.35)

# 3
Computed, not measured: 2 unconnected molecules or ions with the total composition C26H33ClN3O7, with the ωB97M-V functional and the def2-TZVPD basis.

Results
LUMO level in eV: 0.327
HOMO in eV: -5.41
Net charge: -1

Element x y z (Å)
C (2.99, -1.59, 2.23)
C (2.24, -1.04, 1.17)
C (1.04, -0.59, 0.10)
C (0.96, -1.26, -1.41)
N (1.95, -2.32, -1.93)
C (1.06, -3.56, -2.11)
C (1.76, -4.95, -1.54)
C (2.28, -4.82, 0.03)
C (1.45, -5.78, 1.08)
C (-0.25, -0.88, -2.50)
C (-1.35, 0.22, -1.97)
C (-1.26, 0.91, -0.45)
C (-0.06, 0.53, 0.64)
C (0.05, 1.22, 2.15)
C (1.01, 2.57, 1.94)
N (2.45, 2.27, 2.28)
C (2.96, 3.08, 3.46)
C (3.64, 1.99, 4.53)
C (3.38, 2.36, 1.09)
C (3.40, 3.54, -0.05)
O (4.33, 1.39, 0.97)
C (-2.49, 1.99, -0.07)
O (-2.28, 3.10, 0.64)
C (-3.98, 1.57, -0.71)
C (-5.27, 1.86, 0.26)
N (-6.43, 2.55, -0.42)
C (-7.61, 1.59, -0.20)
C (-4.06, 0.94, -2.09)
C (-5.49, 0.49, -2.75)
C (-6.39, 1.37, -3.57)
C (-2.65, 0.66, -2.94)
O (-2.56, 0.80, -4.27)
H (3.52, -1.91, 3.23)
H (2.22, -2.05, -2.92)
H (0.03, -3.47, -1.50)
H (0.72, -3.68, -3.25)
H (0.88, -5.75, -1.51)
H (2.60, -5.38, -2.24)
H (3.43, -5.13, 0.01)
H (2.10, -3.71, 0.36)
H (0.29, -5.84, 0.83)
H (1.95, -6.85, 1.13)
H (1.54, -5.30, 2.14)
H (-0.33, -1.37, -3.57)
H (-1.03, 1.63, 2.40)
H (0.48, 0.48, 2.96)
H (0.83, 2.90, 0.83)
H (0.51, 3.40, 2.62)
H (2.16, 3.71, 4.01)
H (3.88, 3.75, 3.10)
H (3.31, 0.89, 4.34)
H (4.82, 2.06, 4.46)
H (3.38, 2.30, 5.66)
H (4.26, 4.30, 0.20)
H (2.35, 4.04, -0.25)
H (3.71, 3.01, -1.07)
H (-5.54, 0.85, 0.78)
H (-4.90, 2.59, 1.13)
H (-6.68, 3.37, 0.22)
H (-7.67, 1.34, 0.96)
H (-8.65, 2.06, -0.51)
H (-7.41, 0.53, -0.72)
H (-5.87, -0.63, -2.58)
H (-7.07, 2.19, -3.08)
H (-6.41, 1.16, -4.73)
O (5.76, -2.07, -2.49)
Cl (5.55, -1.13, -1.41)
O (4.97, 0.09, -1.93)
O (6.83, -0.83, -0.79)
O (4.66, -1.71, -0.43)

# 4
Computed, not measured: a molecular structure, C26H33MnN4O6P2SSe2, with the ωB97M-V functional and the def2-TZVPD basis.

Results
LUMO level (spin up / spin down) in eV: -2.239 / -2.289
HOMO (spin up / spin down) in eV: -10.49 / -10.86
Net charge: +1
Multiplicity: 6

Element x y z (Å)
Mn (-0.44, 0.80, 0.68)
O (-1.18, 2.28, 2.48)
C (-1.63, 3.54, 2.01)
C (-2.22, 3.46, 0.62)
C (-2.83, 4.56, 0.05)
C (-3.37, 4.45, -1.22)
C (-3.29, 3.22, -1.87)
C (-2.65, 2.18, -1.23)
N (-2.12, 2.28, -0.01)
H (-1.92, 1.80, 2.86)
H (-0.76, 4.20, 1.99)
H (-2.37, 3.97, 2.70)
H (-2.89, 5.49, 0.60)
H (-3.84, 5.29, -1.70)
H (-3.71, 3.08, -2.85)
H (-2.57, 1.20, -1.71)
Se (-1.44, -1.01, 2.69)
P (-1.91, -2.26, 0.98)
Se (-1.26, -1.29, -0.88)
C (-1.13, -3.90, 1.12)
C (-0.88, -4.43, 2.37)
C (-0.33, -5.70, 2.48)
C (-0.05, -6.43, 1.33)
C (-0.30, -5.89, 0.08)
C (-0.85, -4.63, -0.03)
C (-3.70, -2.57, 0.96)
C (-4.31, -2.88, 2.17)
C (-5.67, -3.13, 2.21)
C (-6.42, -3.06, 1.04)
C (-5.81, -2.76, -0.17)
C (-4.45, -2.52, -0.21)
H (-1.09, -3.85, 3.26)
H (-0.13, -6.12, 3.45)
H (0.39, -7.41, 1.42)
H (-0.08, -6.46, -0.81)
H (-1.07, -4.20, -1.00)
H (-3.72, -2.91, 3.08)
H (-6.15, -3.36, 3.15)
H (-7.49, -3.24, 1.07)
H (-6.40, -2.71, -1.08)
H (-3.96, -2.28, -1.15)
N (1.39, 0.64, 2.27)
C (2.66, 1.05, 1.78)
C (2.91, 2.39, 1.49)
C (4.11, 2.76, 0.90)
C (5.07, 1.79, 0.66)
C (4.85, 0.46, 0.98)
C (3.65, 0.10, 1.54)
S (6.53, 2.22, -0.25)
O (7.71, 2.00, 0.51)
O (6.50, 1.12, -1.39)
O (6.30, 3.51, -0.85)
H (1.44, -0.28, 2.69)
H (1.02, 1.31, 2.94)
H (2.14, 3.13, 1.67)
H (4.32, 3.78, 0.63)
H (5.62, -0.26, 0.77)
H (3.45, -0.95, 1.76)
N (1.30, -1.09, -3.19)
C (0.80, 0.30, -3.36)
P (1.77, 1.23, -2.01)
O (2.87, 0.23, -1.78)
O (0.81, 1.50, -0.87)
C (2.36, 2.81, -2.75)
N (3.64, 2.60, -3.42)
H (2.21, -0.89, -2.58)
H (1.51, -1.59, -4.05)
H (0.66, -1.64, -2.61)
H (-0.27, 0.36, -3.19)
H (1.04, 0.67, -4.35)
H (2.47, 3.52, -1.93)
H (1.59, 3.20, -3.42)
H (3.57, 2.64, -4.42)
H (5.71, 1.28, -1.98)
H (4.32, 3.30, -3.11)

# 5
Computed, not measured: 2 unconnected molecules or ions with the total composition C26H33N3O2, with the ωB97M-V functional and the def2-TZVPD basis.

Results
LUMO level in eV: 0.458
ΔE to the lowest compared entry with this formula, charge and spin in kcal/mol: 116.2
HOMO in eV: -5.74

Element x y z (Å)
C (-3.55, -0.50, 2.37)
C (-3.11, -0.80, 0.95)
C (-3.91, -1.93, 0.34)
N (-1.72, -1.26, 0.93)
N (-1.49, -2.56, 1.07)
N (-0.16, -2.68, 1.16)
C (0.41, -4.04, 1.29)
C (-0.03, -4.86, 0.10)
C (-0.09, -4.65, 2.59)
C (0.46, -1.47, 1.11)
C (1.92, -1.33, 1.14)
C (2.60, -1.22, 2.38)
C (3.99, -1.11, 2.40)
C (4.72, -1.12, 1.20)
C (4.05, -1.22, -0.02)
C (2.66, -1.33, -0.06)
C (-0.55, -0.51, 0.94)
C (-0.45, 0.84, 0.65)
H (-4.58, -0.13, 2.36)
H (-3.51, -1.40, 2.98)
H (-2.91, 0.27, 2.82)
H (-3.13, 0.11, 0.34)
H (-4.98, -1.69, 0.35)
H (-3.61, -2.09, -0.70)
H (-3.74, -2.85, 0.90)
H (1.49, -3.91, 1.31)
H (0.35, -5.88, 0.19)
H (-1.13, -4.90, 0.05)
H (0.35, -4.44, -0.83)
H (0.30, -5.66, 2.69)
H (0.24, -4.06, 3.45)
H (-1.19, -4.69, 2.58)
H (2.01, -1.21, 3.30)
H (4.51, -1.02, 3.36)
H (5.81, -1.04, 1.23)
H (4.62, -1.23, -0.96)
H (2.12, -1.41, -1.01)
H (0.54, 1.28, 0.75)
H (-1.37, 1.41, 0.59)
C (1.43, 7.52, 0.17)
C (1.80, 6.06, 0.25)
O (0.88, 5.31, -0.56)
C (1.13, 3.98, -0.58)
C (0.19, 3.26, -1.44)
C (0.34, 1.94, -1.66)
C (-0.44, 1.22, -2.66)
C (0.06, 0.05, -3.28)
C (-0.73, -0.68, -4.16)
C (-2.03, -0.25, -4.46)
C (-2.52, 0.94, -3.91)
C (-1.73, 1.69, -3.03)
O (2.05, 3.46, 0.06)
H (2.12, 8.09, 0.79)
H (1.50, 7.89, -0.86)
H (0.41, 7.69, 0.53)
H (2.82, 5.90, -0.13)
H (1.74, 5.70, 1.28)
H (-0.60, 3.87, -1.88)
H (1.17, 1.41, -1.21)
H (1.09, -0.25, -3.05)
H (-0.33, -1.59, -4.61)
H (-2.66, -0.83, -5.14)
H (-3.52, 1.30, -4.15)
H (-2.09, 2.62, -2.60)

# 6
Computed, not measured: C26H33N3O4 in the gas phase, with the ωB97M-V functional and the def2-TZVPD basis.

Results
LUMO level in eV: 0.610
ΔE to the lowest compared entry with this formula, charge and spin in kcal/mol: 6.1
HOMO in eV: -7.97

Element x y z (Å)
C (-1.88, -2.68, 4.97)
C (-0.67, -2.95, 4.08)
C (0.60, -2.30, 4.64)
C (1.83, -2.68, 3.82)
N (1.68, -2.11, 2.50)
C (1.90, -2.89, 1.39)
O (2.61, -3.88, 1.43)
N (1.26, -2.50, 0.25)
C (1.68, -3.05, -1.03)
C (1.81, -1.90, -2.03)
C (0.49, -1.15, -2.19)
C (0.72, 0.15, -2.96)
O (1.67, 0.86, -2.74)
N (-0.23, 0.44, -3.87)
C (-0.29, 1.73, -4.52)
C (-1.60, 2.43, -4.27)
C (-2.46, 2.75, -5.31)
C (-3.66, 3.39, -5.08)
C (-4.01, 3.72, -3.79)
C (-3.18, 3.41, -2.73)
C (-1.97, 2.76, -2.95)
O (-1.09, 2.40, -1.98)
C (-1.35, 2.81, -0.65)
C (-0.07, -0.74, -0.82)
C (-0.05, -1.89, 0.18)
C (1.49, -0.72, 2.52)
C (2.00, 0.11, 1.53)
C (1.81, 1.48, 1.57)
C (2.37, 2.35, 0.48)
C (1.14, 2.02, 2.66)
C (0.69, 1.22, 3.68)
C (0.87, -0.16, 3.64)
O (0.45, -0.89, 4.72)
H (-1.74, -3.13, 5.96)
H (-2.01, -1.61, 5.10)
H (-2.78, -3.10, 4.53)
H (-0.86, -2.56, 3.08)
H (-0.50, -4.03, 4.00)
H (0.73, -2.62, 5.69)
H (2.73, -2.27, 4.31)
H (1.94, -3.76, 3.73)
H (0.95, -3.78, -1.38)
H (2.63, -3.55, -0.88)
H (2.57, -1.20, -1.69)
H (2.13, -2.30, -3.00)
H (-0.24, -1.79, -2.71)
H (-1.04, -0.15, -3.96)
H (-0.14, 1.61, -5.60)
H (0.54, 2.31, -4.11)
H (-2.17, 2.49, -6.32)
H (-4.31, 3.64, -5.91)
H (-4.95, 4.23, -3.59)
H (-3.48, 3.68, -1.73)
H (-1.43, 3.90, -0.58)
H (-2.26, 2.35, -0.26)
H (-0.50, 2.46, -0.07)
H (0.55, 0.07, -0.43)
H (-1.09, -0.37, -0.93)
H (-0.77, -2.66, -0.14)
H (-0.35, -1.52, 1.16)
H (2.55, -0.33, 0.71)
H (2.15, 1.94, -0.51)
H (3.46, 2.40, 0.57)
H (1.98, 3.36, 0.54)
H (0.98, 3.09, 2.71)
H (0.19, 1.64, 4.55)

# 7
Computed, not measured: C26H33N3O4S in the gas phase, with the ωB97M-V functional and the def2-TZVPD basis.

Results
LUMO level in eV: 0.316
ΔE to the lowest compared entry with this formula, charge and spin in kcal/mol: 79.0
HOMO in eV: -8.60

Element x y z (Å)
C (-0.84, -0.16, 3.78)
O (-1.31, -0.76, 2.59)
C (-2.36, -0.20, 1.94)
C (-2.94, 1.02, 2.26)
C (-3.99, 1.51, 1.51)
C (-4.48, 0.80, 0.41)
C (-5.58, 1.33, -0.37)
C (-6.26, 0.84, -1.46)
C (-7.22, 1.84, -1.75)
C (-8.24, 1.84, -2.83)
N (-7.11, 2.83, -0.90)
O (-6.10, 2.53, -0.05)
C (-3.90, -0.43, 0.10)
C (-2.86, -0.91, 0.86)
S (-2.19, -2.54, 0.46)
O (-2.41, -3.41, 1.57)
O (-2.71, -2.91, -0.82)
N (-0.56, -2.33, 0.31)
C (-0.14, -1.40, -0.71)
C (1.35, -1.54, -1.03)
C (1.71, -0.75, -2.29)
C (3.20, -0.85, -2.58)
N (3.96, -0.35, -1.45)
C (5.39, -0.27, -1.73)
C (6.10, 0.60, -0.73)
C (5.41, 1.63, -0.12)
C (6.01, 2.48, 0.80)
C (5.24, 3.58, 1.46)
C (7.35, 2.27, 1.11)
C (8.05, 1.25, 0.49)
C (7.45, 0.41, -0.43)
C (8.26, -0.67, -1.09)
C (3.70, -1.15, -0.27)
C (2.23, -1.05, 0.12)
H (-0.07, -0.82, 4.16)
H (-1.64, -0.06, 4.52)
H (-0.41, 0.83, 3.58)
H (-2.59, 1.60, 3.10)
H (-4.44, 2.46, 1.76)
H (-6.11, -0.09, -1.97)
H (-8.90, 0.98, -2.72)
H (-8.82, 2.75, -2.78)
H (-7.75, 1.77, -3.80)
H (-4.24, -1.03, -0.73)
H (-0.15, -2.18, 1.22)
H (-0.74, -1.64, -1.59)
H (-0.36, -0.36, -0.42)
H (1.55, -2.60, -1.21)
H (1.14, -1.11, -3.14)
H (1.46, 0.31, -2.13)
H (3.45, -0.25, -3.46)
H (3.46, -1.91, -2.80)
H (5.51, 0.18, -2.73)
H (5.84, -1.27, -1.77)
H (4.37, 1.77, -0.38)
H (4.25, 3.67, 1.03)
H (5.14, 3.39, 2.53)
H (5.76, 4.53, 1.35)
H (7.84, 2.91, 1.82)
H (9.10, 1.11, 0.73)
H (8.22, -0.58, -2.17)
H (7.88, -1.66, -0.82)
H (9.30, -0.62, -0.77)
H (4.33, -0.77, 0.54)
H (3.97, -2.21, -0.44)
H (2.06, -1.64, 1.01)
H (1.99, -0.01, 0.33)

Listing F_max for the structures above in their given order: 0.0569 0.1108 0.1906 0.0235 0.0490 0.0157 0.0259 Eh/bohr.